{"formula": "C6H3BrO", "method": "ωB97M-V/def2-TZVPD", "e_above_lowest_ev": 2.436, "spin_multiplicity": 1, "fmax_ev_per_a": 2.96, "orbital_gap_ha": 0.3219, "total_energy_ev": -78353.6674, "symbols": ["C", "C", "C", "C", "C", "C", "O", "Br", "H", "H", "H"], "coordinates": [[-0.729, 0.486, 0.155], [0.251, 1.264, -0.272], [0.690, -1.612, -0.755], [-0.515, -0.669, -0.937], [0.594, 0.416, -1.489], [1.554, -0.705, -1.187], [-0.564, -0.022, -2.133], [3.395, -0.760, -1.515], [-1.542, 0.432, 0.933], [0.812, 2.175, -0.071], [0.651, -2.533, -0.315]], "nbo_charge": [-0.189, -0.213, -0.226, 0.211, 0.132, -0.091, -0.400, 0.099, 0.227, 0.228, 0.220]}

***

{"formula": "C6H3Cl2IN2", "method": "ωB97M-V/def2-TZVPD", "e_above_lowest_ev": 3.531, "spin_multiplicity": 1, "fmax_ev_per_a": 3.22, "orbital_gap_ha": 0.2878, "total_energy_ev": -42390.1285, "symbols": ["C", "C", "C", "C", "C", "C", "N", "N", "Cl", "Cl", "I", "H", "H", "H"], "coordinates": [[2.304, 2.657, -0.484], [-0.326, 0.297, -0.096], [1.363, 1.730, -0.817], [2.608, -0.409, -0.394], [0.305, -1.073, 0.123], [1.708, -0.819, 0.569], [2.659, 3.720, -0.256], [0.322, 1.329, -0.324], [2.390, 0.029, -2.059], [1.783, -1.173, 2.323], [4.602, -0.477, 0.025], [-1.110, 0.440, 0.623], [-0.363, -1.366, 0.956], [0.177, -1.682, -0.751]], "nbo_charge": [0.146, -0.051, 0.139, -0.331, -0.501, -0.039, -0.240, -0.249, 0.152, 0.044, 0.252, 0.192, 0.251, 0.235]}

***

{"formula": "C6H3Cl4NO2", "method": "ωB97M-V/def2-TZVPD", "e_above_lowest_ev": 3.725, "spin_multiplicity": 1, "fmax_ev_per_a": 4.90, "orbital_gap_ha": 0.2784, "total_energy_ev": -61938.0050, "symbols": ["C", "C", "C", "C", "C", "C", "N", "O", "O", "Cl", "Cl", "Cl", "Cl", "H", "H", "H"], "coordinates": [[0.299, -1.774, 0.270], [-0.894, -1.136, 0.312], [1.525, -1.072, -0.138], [1.661, 0.222, -0.400], [-0.503, 1.235, -0.343], [-1.277, 0.038, -0.605], [-0.319, 1.732, 0.936], [0.212, 2.834, 0.935], [-0.524, 1.082, 1.961], [3.059, -1.882, 0.164], [2.779, 1.313, -0.961], [-1.293, -0.527, -2.343], [-3.009, 0.333, -0.152], [0.556, -2.671, 0.792], [-1.806, -1.556, 0.812], [-0.469, 1.829, -1.238]], "nbo_charge": [-0.229, -0.141, -0.159, 0.047, -0.106, -0.086, 0.464, -0.372, -0.376, 0.027, 0.176, 0.014, -0.019, 0.245, 0.252, 0.263]}

***

{"formula": "C6H3F12MoNO5S6Sb", "method": "ωB97M-V/def2-TZVPD", "spin_multiplicity": 1, "total_charge": 1, "fmax_ev_per_a": 0.91, "orbital_gap_ha": [0.2494, 0.2483], "total_energy_ev": -124006.3675, "symbols": ["Mo", "F", "C", "F", "F", "S", "O", "O", "N", "S", "O", "O", "C", "F", "F", "F", "S", "Sb", "S", "S", "S", "C", "C", "O", "C", "F", "F", "F", "C", "F", "F", "F", "H", "H", "H"], "coordinates": [[-0.921, -0.632, -0.343], [0.648, 4.032, -2.086], [0.568, 3.623, -0.841], [1.757, 3.257, -0.393], [0.052, 4.558, -0.072], [-0.533, 2.127, -0.750], [0.081, 1.029, -1.533], [-0.693, 1.696, 0.631], [-1.854, 2.681, -1.387], [-3.007, 1.647, -1.596], [-4.286, 2.019, -1.138], [-2.532, 0.286, -1.116], [-3.092, 1.372, -3.429], [-4.103, 0.562, -3.676], [-1.964, 0.832, -3.848], [-3.280, 2.542, -4.010], [-0.101, -5.499, 2.590], [-2.045, -5.007, 1.362], [-2.287, -2.480, 0.690], [-1.481, -2.607, -1.252], [-0.012, -5.732, 0.468], [1.590, 0.363, 2.401], [1.763, -0.734, 1.371], [0.602, -0.850, 0.571], [1.929, -2.116, 2.033], [1.951, -3.095, 1.133], [0.895, -2.329, 2.861], [3.055, -2.161, 2.747], [2.907, -0.407, 0.387], [3.065, -1.354, -0.533], [2.625, 0.740, -0.243], [4.053, -0.252, 1.050], [0.763, 0.120, 3.064], [1.384, 1.307, 1.901], [2.503, 0.461, 2.986]], "nbo_charge": [1.152, -0.270, 0.807, -0.280, -0.272, 2.160, -0.873, -0.894, -1.157, 2.234, -0.810, -0.929, 0.769, -0.280, -0.289, -0.278, -0.225, 1.084, -0.268, 0.079, -0.231, -0.645, 0.108, -0.563, 0.968, -0.302, -0.315, -0.297, 0.968, -0.297, -0.314, -0.297, 0.247, 0.248, 0.259]}

***

{"formula": "C6H3F9", "method": "ωB97M-V/def2-TZVPD", "e_above_lowest_ev": 0.176, "spin_multiplicity": 1, "fmax_ev_per_a": 5.17, "orbital_gap_ha": 0.4784, "total_energy_ev": -30726.9561, "symbols": ["F", "F", "F", "F", "F", "F", "F", "F", "F", "C", "C", "C", "C", "C", "C", "H", "H", "H"], "coordinates": [[-0.926, 1.376, 2.156], [1.991, 1.537, 2.674], [-1.091, -0.083, -1.606], [-1.892, -0.751, 0.896], [0.078, -1.584, 0.515], [3.037, 1.418, 0.253], [1.420, 2.650, 0.318], [1.802, -0.425, -1.137], [1.291, 1.383, -1.918], [-0.117, 0.270, 1.993], [1.382, 0.763, 1.658], [-0.428, 0.452, -0.521], [-0.628, -0.432, 0.725], [1.698, 1.423, 0.281], [1.069, 0.618, -0.842], [-0.137, -0.281, 2.875], [1.916, -0.251, 1.591], [-0.940, 1.443, -0.386]], "nbo_charge": [-0.339, -0.329, -0.317, -0.290, -0.328, -0.313, -0.278, -0.283, -0.312, 0.132, 0.114, 0.081, 0.628, 0.600, 0.597, 0.207, 0.197, 0.232]}

***

{"formula": "C6H3FO8Yb", "method": "ωB97M-V/def2-TZVPD", "e_above_lowest_ev": 0.276, "spin_multiplicity": 1, "fmax_ev_per_a": 2.80, "orbital_gap_ha": 0.1888, "total_energy_ev": -56897.4935, "symbols": ["C", "C", "O", "C", "O", "O", "O", "F", "H", "O", "C", "C", "O", "C", "O", "O", "Yb", "H", "H"], "coordinates": [[1.680, -2.842, 0.005], [1.818, -1.504, 0.709], [2.619, -0.704, -0.150], [2.690, -1.242, -1.375], [2.146, -2.454, -1.396], [3.251, -0.712, -2.296], [0.544, -3.449, -0.031], [2.684, -3.703, 0.462], [2.297, -1.591, 1.689], [-2.437, -3.882, 1.995], [-2.955, -2.829, 2.475], [-2.630, -1.510, 2.554], [-3.539, -0.920, 3.450], [-4.527, -1.785, 3.668], [-5.619, -1.513, 4.088], [-4.181, -2.974, 3.135], [-0.851, -5.112, 0.768], [-2.237, -0.852, 1.787], [0.794, -0.995, 0.926]], "nbo_charge": [0.817, -0.155, -0.489, 0.969, -0.523, -0.591, -0.979, -0.384, 0.211, -0.940, 0.587, -0.183, -0.470, 0.958, -0.595, -0.494, 1.848, 0.212, 0.200]}